1.
{"formula": "C20H16Cl2N2O3Si", "method": "ωB97M-V/def2-TZVPD", "homo_energy_ev": -8.237, "smiles": "N#CC1=C(C#N)C(=O)C(Cl)=C(Cl)C1=O.C[Si](C)(C)OC1=CCc2ccccc21", "lumo_ev": -3.2, "max_force_ev_per_a": 3.28, "homo_lumo_gap_ev": 5.04, "molar_mass_g_mol": 431.35, "e_tot_ha": -2316.818027, "species": ["N", "C", "C", "C", "C", "N", "C", "O", "C", "Cl", "C", "Cl", "C", "O", "C", "Si", "C", "C", "O", "C", "C", "C", "C", "C", "C", "C", "C", "C", "H", "H", "H", "H", "H", "H", "H", "H", "H", "H", "H", "H", "H", "H", "H", "H"], "xyz": [[1.139, 2.184, 1.844], [0.573, 1.299, 2.358], [-0.088, 0.201, 2.964], [0.640, -0.852, 3.467], [2.018, -0.997, 3.166], [3.151, -1.152, 2.908], [0.028, -1.963, 4.214], [0.705, -2.917, 4.578], [-1.429, -1.850, 4.481], [-2.138, -3.185, 5.245], [-2.139, -0.744, 4.106], [-3.788, -0.565, 4.471], [-1.517, 0.361, 3.313], [-2.155, 1.330, 2.909], [2.805, 2.963, -0.641], [2.177, 1.315, -1.241], [2.366, 1.133, -3.090], [2.963, -0.092, -0.304], [0.512, 1.345, -0.960], [-0.451, 0.425, -0.830], [-0.666, -0.475, 0.210], [-1.842, -1.345, -0.115], [-2.211, -0.909, -1.524], [-3.077, -1.487, -2.445], [-3.124, -0.976, -3.754], [-2.299, 0.099, -4.132], [-1.437, 0.689, -3.206], [-1.418, 0.182, -1.901], [3.734, 2.811, -0.080], [3.035, 3.625, -1.484], [2.092, 3.460, 0.023], [3.409, 0.887, -3.323], [1.725, 0.335, -3.485], [2.111, 2.055, -3.630], [3.860, 0.266, 0.212], [2.291, -0.515, 0.452], [3.262, -0.902, -0.979], [0.097, -0.734, 0.934], [-1.622, -2.422, -0.047], [-2.674, -1.139, 0.580], [-3.717, -2.321, -2.162], [-3.801, -1.413, -4.487], [-2.333, 0.478, -5.157], [-0.769, 1.511, -3.460]], "nbo_charge": [-0.2214, 0.2641, -0.1165, -0.0950, 0.2275, -0.2072, 0.4690, -0.4332, -0.1229, 0.1227, -0.1221, 0.1200, 0.4872, -0.4237, -1.1495, 1.9021, -1.1508, -1.1517, -0.8365, 0.3621, -0.3196, -0.4644, 0.0074, -0.2019, -0.2089, -0.2136, -0.2185, -0.0426, 0.2401, 0.2357, 0.2730, 0.2394, 0.2445, 0.2414, 0.2524, 0.2365, 0.2441, 0.2018, 0.2308, 0.2289, 0.2130, 0.2157, 0.2166, 0.2241]}

2.
{"formula": "C20H16Cl3NO9V", "method": "ωB97M-V/def2-TZVPD", "homo_energy_ev": [-8.594, -8.645], "lumo_ev": [-1.4, -1.2], "max_force_ev_per_a": 1.27, "spin_multiplicity": 2, "homo_lumo_gap_ev": [7.21, 7.46], "e_above_lowest_kj_mol": 5.3, "molar_mass_g_mol": 571.65, "e_tot_ha": -3828.369180, "species": ["V", "O", "C", "C", "N", "C", "C", "O", "O", "C", "C", "O", "O", "H", "H", "H", "H", "H", "H", "H", "H", "H", "Cl", "C", "C", "C", "C", "O", "C", "C", "O", "C", "H", "H", "H", "H", "Cl", "C", "C", "C", "Cl", "C", "O", "C", "C", "O", "C", "H", "H", "H"], "xyz": [[-0.677, 0.069, 0.455], [0.594, 1.398, 0.692], [1.837, 1.308, 1.336], [2.773, 0.420, 0.522], [2.219, -0.905, 0.384], [2.136, -1.520, -0.901], [0.863, -1.266, -1.724], [0.777, -1.675, -2.850], [-0.106, -0.566, -1.140], [2.172, -1.699, 1.576], [0.831, -1.640, 2.314], [0.720, -1.907, 3.480], [-0.192, -1.340, 1.525], [0.619, 2.110, -0.980], [1.712, 0.911, 2.351], [2.261, 2.312, 1.427], [3.762, 0.399, 1.003], [2.891, 0.857, -0.471], [2.199, -2.606, -0.803], [2.961, -1.224, -1.556], [2.938, -1.382, 2.289], [2.362, -2.754, 1.358], [-2.039, 3.481, -6.659], [-1.163, 3.092, -5.214], [0.235, 3.101, -5.225], [0.936, 2.812, -4.081], [0.281, 2.486, -2.885], [1.066, 2.291, -1.832], [-1.126, 2.441, -2.884], [-1.969, 2.063, -1.772], [-1.662, 1.514, -0.725], [-1.826, 2.777, -4.061], [0.759, 3.349, -6.137], [2.017, 2.836, -4.069], [-3.036, 2.290, -1.927], [-2.909, 2.762, -4.050], [-6.442, -0.566, 4.969], [-5.040, -0.173, 4.026], [-4.192, 0.854, 4.466], [-3.077, 1.194, 3.745], [-2.043, 2.461, 4.288], [-2.739, 0.514, 2.547], [-1.682, 0.852, 1.887], [-3.616, -0.512, 2.130], [-3.368, -1.198, 0.901], [-2.394, -1.030, 0.164], [-4.764, -0.846, 2.871], [-4.418, 1.383, 5.381], [-4.121, -1.928, 0.578], [-5.419, -1.635, 2.523]], "nbo_charge": [1.4660, -0.6749, -0.0743, -0.2287, -0.4469, -0.3191, 0.7955, -0.5723, -0.6485, -0.3275, 0.7847, -0.5734, -0.6485, 0.5273, 0.1743, 0.1893, 0.1867, 0.2155, 0.2301, 0.2229, 0.2213, 0.2273, 0.0118, -0.0919, -0.1645, -0.2163, 0.3946, -0.6637, -0.2764, 0.4933, -0.5565, -0.1398, 0.2346, 0.2291, 0.1404, 0.2280, 0.0120, -0.0816, -0.1779, -0.1151, 0.0408, 0.4742, -0.6188, -0.2890, 0.4642, -0.5395, -0.1513, 0.2458, 0.1570, 0.2298]}

3.
{"formula": "C20H16N4O3", "method": "ωB97M-V/def2-TZVPD", "homo_energy_ev": -8.726, "smiles": "O=C(N/N=C/c1ccc([N+](=O)[O-])cc1)c1cc(C2CC2)nc2ccccc12", "lumo_ev": -1.1, "max_force_ev_per_a": 1.39, "homo_lumo_gap_ev": 7.66, "e_above_lowest_kj_mol": 414.2, "molar_mass_g_mol": 360.37, "e_tot_ha": -1216.365558, "species": ["O", "C", "N", "N", "C", "C", "C", "C", "C", "C", "C", "H", "H", "N", "O", "O", "H", "H", "H", "H", "C", "C", "C", "N", "C", "C", "C", "C", "C", "C", "H", "H", "H", "H", "C", "C", "C", "H", "H", "H", "H", "H", "H"], "xyz": [[-2.649, 1.467, -3.087], [-1.998, 1.047, -2.158], [-2.618, 0.811, -0.946], [-1.989, 0.283, 0.095], [-2.589, 0.082, 1.200], [-1.867, -0.474, 2.323], [-0.533, -0.876, 2.181], [0.161, -1.379, 3.258], [-0.479, -1.491, 4.490], [-1.807, -1.109, 4.647], [-2.495, -0.602, 3.566], [-3.525, -0.298, 3.679], [-2.274, -1.214, 5.614], [0.244, -2.013, 5.620], [1.408, -2.311, 5.454], [-0.353, -2.120, 6.670], [1.191, -1.690, 3.169], [-0.066, -0.787, 1.213], [-3.646, 0.332, 1.346], [-3.619, 1.031, -0.898], [-0.541, 0.752, -2.176], [0.278, 1.264, -1.201], [1.659, 0.964, -1.222], [2.195, 0.210, -2.150], [1.424, -0.287, -3.133], [2.037, -1.081, -4.124], [1.295, -1.607, -5.144], [-0.086, -1.366, -5.217], [-0.713, -0.605, -4.269], [0.023, -0.044, -3.209], [-1.773, -0.412, -4.336], [-0.654, -1.788, -6.033], [1.767, -2.213, -5.904], [3.099, -1.251, -4.045], [2.584, 1.470, -0.192], [2.429, 2.859, 0.375], [2.137, 1.676, 1.234], [1.110, 1.459, 1.485], [2.836, 1.420, 2.015], [1.604, 3.460, 0.024], [3.328, 3.426, 0.560], [3.593, 1.111, -0.347], [-0.126, 1.896, -0.426]], "nbo_charge": [-0.5658, 0.6599, -0.4275, -0.1984, 0.0199, -0.0680, -0.1442, -0.1800, 0.0086, -0.1758, -0.1910, 0.2183, 0.2518, 0.5270, -0.3735, -0.3759, 0.2508, 0.2329, 0.1633, 0.3816, -0.0905, -0.2161, 0.2362, -0.4090, 0.1409, -0.1870, -0.2025, -0.2087, -0.2061, -0.0141, 0.2309, 0.2156, 0.2154, 0.2249, -0.2662, -0.4031, -0.4099, 0.2122, 0.2240, 0.2134, 0.2233, 0.2416, 0.2211]}

4.
{"formula": "C20H16N4O6S3", "method": "ωB97M-V/def2-TZVPD", "homo_energy_ev": -9.141, "smiles": "[H]/N=C1/C(=C\\c2ccc(OS(=O)(=O)c3ccc(C)cc3)cc2)C(=O)N=C2SC(S(C)(=O)=O)=NN21", "lumo_ev": -1.3, "max_force_ev_per_a": 1.37, "homo_lumo_gap_ev": 7.84, "e_above_lowest_kj_mol": 17.8, "molar_mass_g_mol": 504.57, "e_tot_ha": -2636.709436, "species": ["C", "C", "C", "C", "C", "C", "C", "H", "H", "S", "O", "O", "O", "C", "C", "C", "C", "C", "C", "H", "H", "C", "C", "C", "N", "H", "N", "C", "N", "C", "O", "S", "C", "N", "S", "O", "O", "C", "H", "H", "H", "H", "H", "H", "H", "H", "H", "H", "H"], "xyz": [[-0.756, 2.591, 1.763], [0.391, 2.682, 0.803], [0.218, 2.405, -0.548], [1.287, 2.481, -1.424], [2.527, 2.840, -0.939], [2.727, 3.124, 0.397], [1.653, 3.049, 1.265], [1.792, 3.272, 2.313], [3.715, 3.401, 0.728], [3.932, 2.777, -2.030], [4.970, 3.652, -1.605], [3.497, 2.815, -3.390], [4.464, 1.270, -1.673], [3.528, 0.275, -1.792], [2.999, -0.077, -3.028], [2.019, -1.047, -3.098], [1.516, -1.645, -1.940], [2.092, -1.315, -0.711], [3.092, -0.371, -0.637], [3.541, -0.111, 0.308], [1.760, -1.815, 0.184], [0.450, -2.615, -2.059], [-0.660, -2.776, -1.300], [-1.090, -1.851, -0.256], [-0.541, -0.744, -0.019], [-0.983, -0.197, 0.712], [-2.243, -2.281, 0.449], [-2.913, -3.430, 0.110], [-2.618, -4.217, -0.841], [-1.520, -3.960, -1.647], [-1.263, -4.682, -2.579], [-4.283, -3.623, 1.208], [-3.785, -2.136, 1.964], [-2.749, -1.575, 1.474], [-4.697, -1.430, 3.353], [-4.671, -2.405, 4.398], [-5.960, -1.004, 2.836], [-3.690, -0.004, 3.800], [-2.708, -0.362, 4.076], [-3.651, 0.657, 2.945], [-4.174, 0.480, 4.640], [0.534, -3.316, -2.886], [1.603, -1.317, -4.057], [3.353, 0.428, -3.913], [1.175, 2.273, -2.475], [-0.754, 2.120, -0.919], [-0.548, 1.845, 2.529], [-1.674, 2.324, 1.247], [-0.905, 3.545, 2.265]], "nbo_charge": [-0.6565, 0.0975, -0.2237, -0.1699, -0.3657, -0.1675, -0.2436, 0.2164, 0.2421, 2.3804, -0.9018, -0.9212, -0.6983, 0.3616, -0.2857, -0.1524, -0.1198, -0.1181, -0.2802, 0.2297, 0.2212, 0.0153, -0.2726, 0.4254, -0.6378, 0.3610, -0.2879, 0.3075, -0.5516, 0.6555, -0.5366, 0.4486, -0.2432, -0.2302, 2.1720, -0.9107, -0.9097, -0.8609, 0.2525, 0.2525, 0.2658, 0.2464, 0.2202, 0.2493, 0.2462, 0.2182, 0.2179, 0.2127, 0.2298]}

Copy entry 3 word for word.
{"formula": "C20H16N4O3", "method": "ωB97M-V/def2-TZVPD", "homo_energy_ev": -8.726, "smiles": "O=C(N/N=C/c1ccc([N+](=O)[O-])cc1)c1cc(C2CC2)nc2ccccc12", "lumo_ev": -1.1, "max_force_ev_per_a": 1.39, "homo_lumo_gap_ev": 7.66, "e_above_lowest_kj_mol": 414.2, "molar_mass_g_mol": 360.37, "e_tot_ha": -1216.365558, "species": ["O", "C", "N", "N", "C", "C", "C", "C", "C", "C", "C", "H", "H", "N", "O", "O", "H", "H", "H", "H", "C", "C", "C", "N", "C", "C", "C", "C", "C", "C", "H", "H", "H", "H", "C", "C", "C", "H", "H", "H", "H", "H", "H"], "xyz": [[-2.649, 1.467, -3.087], [-1.998, 1.047, -2.158], [-2.618, 0.811, -0.946], [-1.989, 0.283, 0.095], [-2.589, 0.082, 1.200], [-1.867, -0.474, 2.323], [-0.533, -0.876, 2.181], [0.161, -1.379, 3.258], [-0.479, -1.491, 4.490], [-1.807, -1.109, 4.647], [-2.495, -0.602, 3.566], [-3.525, -0.298, 3.679], [-2.274, -1.214, 5.614], [0.244, -2.013, 5.620], [1.408, -2.311, 5.454], [-0.353, -2.120, 6.670], [1.191, -1.690, 3.169], [-0.066, -0.787, 1.213], [-3.646, 0.332, 1.346], [-3.619, 1.031, -0.898], [-0.541, 0.752, -2.176], [0.278, 1.264, -1.201], [1.659, 0.964, -1.222], [2.195, 0.210, -2.150], [1.424, -0.287, -3.133], [2.037, -1.081, -4.124], [1.295, -1.607, -5.144], [-0.086, -1.366, -5.217], [-0.713, -0.605, -4.269], [0.023, -0.044, -3.209], [-1.773, -0.412, -4.336], [-0.654, -1.788, -6.033], [1.767, -2.213, -5.904], [3.099, -1.251, -4.045], [2.584, 1.470, -0.192], [2.429, 2.859, 0.375], [2.137, 1.676, 1.234], [1.110, 1.459, 1.485], [2.836, 1.420, 2.015], [1.604, 3.460, 0.024], [3.328, 3.426, 0.560], [3.593, 1.111, -0.347], [-0.126, 1.896, -0.426]], "nbo_charge": [-0.5658, 0.6599, -0.4275, -0.1984, 0.0199, -0.0680, -0.1442, -0.1800, 0.0086, -0.1758, -0.1910, 0.2183, 0.2518, 0.5270, -0.3735, -0.3759, 0.2508, 0.2329, 0.1633, 0.3816, -0.0905, -0.2161, 0.2362, -0.4090, 0.1409, -0.1870, -0.2025, -0.2087, -0.2061, -0.0141, 0.2309, 0.2156, 0.2154, 0.2249, -0.2662, -0.4031, -0.4099, 0.2122, 0.2240, 0.2134, 0.2233, 0.2416, 0.2211]}